The following is a DFT calculation (ωB97M-V/def2-TZVPD) of an isolated ion of composition C3H4NO5 and charge -1 at a distorted geometry.

CARTESIAN COORDINATES (ANGSTROEM)
C  0.862401  2.136265  -1.139502
C  -0.298409  -0.177723  -0.347174
C  -0.108279  0.997803  -1.504822
N  -0.922771  0.126507  0.926932
O  2.079671  1.731859  -1.174406
O  -0.910193  -1.227828  -0.979582
O  0.382098  3.244481  -0.831428
O  1.121904  -0.521794  -0.167131
O  -0.395341  0.698628  -2.641820
H  1.535158  0.205290  -0.679844
H  -0.563896  1.036521  1.146297
H  -0.769037  -0.557634  1.603087
H  -0.238905  -1.733824  -1.434015

Cartesian forces (eV/Å) of the 3 atoms listed first:
C 0.6 0.8 0.2
C 1.7 0.2 -0.4
C 0.1 -1.0 0.4

SMILES: NC(O)(O)C(=O)C(=O)[O-]
net charge: -1
energy above the lowest of the compared OMol25 structures with the same formula, charge and spin: 22.5 kcal per mole
total energy: -14904.8460 eV
HOMO energy: -4.6 eV
gap between HOMO and LUMO: 8.45 eV

Results of the natural (NBO) charge analysis, in e, for atoms 1 through 6: atom 1 (C): 0.67, atom 2 (C): 0.55, atom 3 (C): 0.43, atom 4 (N): -0.85, atom 5 (O): -0.76, atom 6 (O): -0.72